(1)
Below is a molecular structure, C71H71BrN9O6Tl at a distorted geometry, with properties calculated with ωB97M-V with the def2-TZVPD basis set.

Structure (XYZ):
```
159
Properties=species:S:1:pos:R:3
Tl -0.862 -0.347 -0.775
Br -1.979 -2.506 -1.806
O 0.546 7.470 -1.542
O -6.536 -3.006 3.278
O 3.729 -0.105 3.092
O 5.230 -1.478 -0.969
O -4.679 -1.954 -5.884
O -5.249 1.545 -1.477
N -2.054 1.208 0.099
N -0.317 5.373 -1.336
N -0.860 -1.168 1.271
N 4.670 -1.081 -3.062
N -0.058 1.130 -2.123
N -2.818 0.394 -3.029
N 3.147 -2.178 2.600
N -4.519 -2.036 2.877
N 1.064 -1.291 -1.001
C 1.027 -2.751 0.976
C -5.046 -0.733 -0.727
C 4.127 -0.662 -6.658
C -4.444 -4.117 0.727
C 1.721 -1.314 -2.203
C -5.507 -0.729 4.672
C 2.318 -3.201 -1.120
C 4.356 1.758 -2.505
C -2.227 4.215 -2.163
C 2.133 -6.209 1.994
C 0.605 6.328 -1.117
C -3.681 2.288 1.276
C -3.370 3.067 0.220
C -5.542 0.418 5.445
C 3.588 -4.595 3.028
C 2.048 -0.183 -5.578
C 5.863 -2.368 4.252
C -3.753 1.328 4.145
C 4.891 -0.430 5.457
C 2.862 -3.542 2.480
C 5.937 1.166 -0.674
C -3.463 4.225 -2.796
C -3.710 0.197 3.331
C -2.174 0.022 -4.122
C 1.723 -0.291 -3.137
C 3.962 -0.732 -4.242
C -0.411 -2.521 3.029
C -2.337 2.402 -0.533
C -3.657 -4.820 3.009
C 0.090 2.971 -3.416
C -1.689 2.943 -1.622
C -4.600 -0.854 3.628
C -4.754 -0.750 -3.844
C 1.416 -5.173 1.419
C 3.220 -5.910 2.791
C -4.653 1.447 5.185
C -4.825 0.431 -1.657
C 3.497 0.879 -0.302
C 2.786 -0.306 -6.732
C -1.508 -1.735 3.359
C -5.403 -3.056 2.828
C -1.516 5.420 -2.054
C -1.768 -0.907 2.253
C -2.823 1.126 1.238
C 1.768 -3.853 1.644
C 0.923 0.917 -3.051
C -3.247 6.567 -3.255
C 4.607 0.791 -1.353
C -2.737 -0.750 -5.120
C -3.971 5.390 -3.343
C -5.964 -5.398 2.237
C 1.044 2.059 -3.854
C 1.291 6.260 1.235
C -2.765 0.133 2.200
C -0.586 2.376 -2.347
C -0.026 -2.153 1.733
C 3.001 6.686 -0.545
C 4.692 -0.876 -5.416
C 2.445 -2.561 -2.302
C 2.057 4.388 -0.255
C -2.027 6.587 -2.602
C 2.590 -0.403 -4.303
C 4.792 -0.665 -1.772
C 4.542 -1.702 4.671
C 3.779 -1.281 3.406
C -4.053 -1.170 -4.965
C -4.088 0.029 -2.906
C 3.671 -2.576 5.577
C -4.856 -4.342 2.182
C 1.431 -2.418 -0.301
C 1.748 5.885 -0.182
H 6.599 -1.599 4.025
H -3.943 -4.926 4.055
H 6.137 0.475 0.141
H 4.243 -2.886 6.452
H 5.751 -2.971 3.356
H 6.253 -2.990 5.058
H 3.296 -3.461 5.076
H 3.642 0.114 0.457
H -5.609 -6.346 1.839
H 4.470 2.780 -2.145
H 2.741 -4.145 -0.825
H 5.067 1.597 -3.315
H 5.043 -2.025 -3.127
H -4.336 -1.528 -0.937
H -5.270 -3.713 0.148
H -4.656 2.338 5.799
H -2.036 -1.728 4.295
H -2.160 -1.038 -5.986
H 1.745 2.212 -4.657
H 4.717 -0.786 -7.555
H 3.987 0.054 5.817
H -6.191 -1.538 4.874
H 2.318 -0.152 -7.695
H -4.425 2.481 2.027
H 2.637 -1.671 1.870
H 2.813 -1.998 5.915
H 3.811 -6.705 3.226
H 3.526 1.848 0.190
H 5.731 -1.167 -5.336
H -3.634 7.481 -3.684
H 4.468 -4.425 3.622
H -2.824 -4.122 2.946
H -4.022 3.303 -2.845
H -6.822 -5.067 1.657
H 2.749 7.740 -0.637
H -0.083 3.955 -3.816
H 2.939 -2.917 -3.188
H 5.523 -0.680 6.307
H 2.999 4.193 0.255
H 1.859 -7.237 1.804
H 0.053 -3.274 3.642
H 2.515 0.747 -0.745
H 0.994 0.050 -5.643
H -3.043 2.120 3.958
H 3.400 6.345 -1.498
H -4.019 -2.300 -6.497
H -6.292 -5.547 3.263
H 3.767 6.566 0.220
H 5.881 2.175 -0.274
H -1.463 7.500 -2.512
H 6.761 1.114 -1.386
H -3.602 -3.442 0.632
H -6.054 -1.111 -0.896
H -3.792 4.022 -0.037
H -3.316 -5.787 2.644
H 1.299 3.782 0.239
H -6.259 0.500 6.251
H -1.140 0.326 -4.187
H -4.141 -5.060 0.277
H 0.372 5.736 1.491
H 2.153 4.052 -1.286
H 1.106 7.331 1.297
H -5.780 -1.049 -3.698
H -3.640 -2.129 2.376
H -4.930 5.378 -3.842
H 0.575 -5.378 0.772
H 3.350 1.653 -2.895
H -0.132 4.441 -0.981
H 2.056 5.993 1.962
H -4.967 -0.416 0.310
H 5.412 0.275 4.816
```

Its lowest unoccupied orbital energy (spin up / spin down) is 3.699 / 3.700 eV. For the highest occupied orbital energy (spin up / spin down), the calculation gives -0.51 / -0.51 eV. The charge is -2. The calculation puts the total energy at -175218.18020 eV. The value obtained for the frontier orbital gap (spin up / spin down) is 0.15478 / 0.15468 hartree.

Here are the Mulliken charges for atoms 1 to 4, given in e: atom 1 (Tl): 2.224, atom 2 (Br): -0.813, atom 3 (O): -0.753, atom 4 (O): -0.751



(2)
Below is a molecular structure, C22H15ClN8O4RuS at a distorted geometry, with properties calculated with ωB97M-V with the def2-TZVPD basis set.

Structure (XYZ):
```
52
Properties=species:S:1:pos:R:3
Ru 0.842 0.687 -0.829
Cl 2.354 -0.729 -1.946
S -0.261 -1.140 1.851
O 0.170 0.020 2.581
O 2.730 2.356 2.296
O -1.545 -1.717 2.133
O 2.239 1.104 0.509
N -1.224 -2.633 -0.725
N 0.578 3.480 -4.350
N -0.165 -0.727 0.280
N 3.939 -5.299 2.231
N -0.144 2.153 0.305
N 0.720 2.040 -2.381
N -0.602 -0.628 -1.863
N 0.130 2.674 -6.653
C 0.338 3.003 -5.561
C 0.608 2.617 1.277
C -0.923 -1.153 -3.033
C 0.969 -2.381 2.024
C 2.307 -2.003 1.987
C 0.644 2.680 -3.350
C -1.888 3.683 0.964
C 0.610 -3.716 2.107
C -3.977 3.679 -0.244
C 1.596 -4.685 2.173
C -0.723 -1.403 -0.757
C -3.194 4.183 0.752
C -1.047 4.166 1.993
C -3.487 2.648 -1.075
C 1.973 1.983 1.426
C 2.942 -4.324 2.137
C 3.287 -2.974 2.048
C -2.229 2.145 -0.899
C -1.469 -2.423 -3.103
C 0.193 3.634 2.153
C -1.606 -3.111 -1.905
C -1.404 2.656 0.126
H -1.761 -2.857 -4.047
H 4.825 -5.021 1.838
H -1.409 4.954 2.644
H -3.559 4.973 1.398
H 0.882 3.943 2.926
H -1.839 1.364 -1.534
H 4.331 -2.688 2.012
H -2.028 -4.111 -1.893
H -4.975 4.067 -0.403
H 3.660 -6.211 1.905
H -4.114 2.252 -1.863
H 1.325 -5.733 2.244
H 2.572 -0.957 1.891
H -0.749 -0.539 -3.909
H -0.439 -3.981 2.109
```

Its lowest unoccupied orbital energy (spin up / spin down) is 1.837 / 1.836 eV. For the highest occupied orbital energy (spin up / spin down), the calculation gives -5.70 / -5.82 eV. The calculation puts the energy above the lowest of the compared OMol25 structures with the same formula, charge and spin at 44.18 kJ/mol. The charge is -1. As for the multiplicity: 2. The calculation puts the total energy at -69112.89255 eV. The value obtained for the frontier orbital gap (spin up / spin down) is 0.27714 / 0.28133 hartree. As for the expectation value of S²: 0.7546.

Here are the natural (NBO) charges for atoms 1 to 4, given in e: atom 1 (Ru): 1.007, atom 2 (Cl): -0.523, atom 3 (S): 2.353, atom 4 (O): -0.957



(3)
Below is 8 unconnected molecules or ions with the total composition C29H57Cl3O14S7 at a distorted geometry, with properties calculated with ωB97M-V with the def2-TZVPD basis set.

Structure (XYZ):
```
110
Properties=species:S:1:pos:R:3
Cl 13.840 13.084 13.662
Cl 11.621 11.288 13.178
Cl 11.470 13.095 15.273
S 12.252 14.090 8.705
S 16.226 12.590 17.057
S 12.745 9.336 17.204
S 16.184 9.173 12.304
S 11.242 14.666 18.645
S 7.501 9.968 15.710
S 16.442 15.526 11.806
O 12.242 15.394 9.396
O 12.047 9.624 15.956
O 16.322 15.339 13.220
O 10.995 15.458 17.457
O 16.016 7.749 12.164
O 12.627 10.218 18.362
O 13.530 13.517 8.361
O 16.628 12.629 18.414
O 6.075 10.098 15.783
O 8.244 9.537 14.546
O 16.404 9.651 13.638
O 10.180 14.179 19.473
O 17.333 14.705 11.047
O 14.816 12.222 16.729
C 12.557 12.075 14.394
C 9.793 13.799 7.739
C 18.102 13.764 15.565
C 14.438 8.944 16.729
C 17.150 11.432 16.022
C 8.110 11.418 16.519
C 17.131 11.076 10.867
C 7.971 8.893 17.090
C 14.502 17.063 11.513
C 16.920 17.261 11.493
C 17.879 12.349 14.932
C 15.685 10.867 10.355
C 8.983 10.955 17.695
C 17.576 9.729 11.337
C 12.286 7.659 17.657
C 13.272 6.715 17.028
C 13.099 13.231 19.766
C 14.826 15.609 11.093
C 11.205 13.000 9.718
C 11.158 14.300 7.277
C 14.356 7.516 16.207
C 13.519 14.701 19.953
C 9.777 13.483 9.244
C 16.759 14.061 16.255
C 8.105 9.780 18.308
C 15.682 17.924 10.875
C 12.276 15.598 19.739
C 14.947 10.102 11.452
C 12.410 13.298 18.405
H 14.082 14.887 11.460
H 13.961 12.621 19.805
H 17.751 11.531 10.085
H 11.313 7.465 17.270
H 9.016 14.536 7.545
H 14.505 17.223 12.597
H 8.618 9.368 19.218
H 15.928 10.170 9.495
H 14.837 15.564 9.965
H 16.023 14.226 15.405
H 12.518 16.585 19.400
H 13.950 14.827 20.944
H 18.274 14.432 14.704
H 9.136 12.604 9.513
H 16.434 10.662 15.652
H 7.122 11.931 16.760
H 15.016 9.016 17.662
H 8.670 12.008 15.774
H 9.444 12.890 7.209
H 11.716 15.710 20.665
H 14.265 15.006 19.231
H 17.134 17.841 12.386
H 7.091 10.141 18.572
H 14.680 9.548 15.928
H 16.740 14.913 16.937
H 9.514 14.298 9.874
H 18.850 13.855 16.327
H 8.902 8.476 16.690
H 13.908 6.190 17.760
H 9.218 11.797 18.371
H 13.041 11.324 14.989
H 18.775 11.894 14.509
H 14.462 10.713 12.248
H 11.534 13.772 6.416
H 17.916 11.042 16.663
H 11.516 13.154 10.738
H 18.510 9.714 11.828
H 17.118 11.823 11.617
H 15.613 17.722 9.817
H 12.305 7.527 18.751
H 11.187 15.401 7.136
H 17.612 8.995 10.539
H 15.673 19.005 11.017
H 12.844 5.911 16.461
H 13.560 17.370 11.065
H 17.806 17.156 10.907
H 11.858 12.380 18.036
H 15.364 7.052 16.221
H 12.433 12.939 20.596
H 11.423 11.992 9.410
H 15.288 11.823 10.080
H 17.293 12.463 13.996
H 14.225 9.392 11.107
H 7.334 8.019 17.184
H 13.162 13.602 17.673
H 14.028 7.526 15.147
H 9.889 10.521 17.234
```

Its lowest unoccupied orbital energy is 0.273 eV. For the highest occupied orbital energy, the calculation gives -9.73 eV. The charge is 0. The calculation puts the total energy at -173072.65839 eV. The value obtained for the frontier orbital gap is 0.36762 hartree.

Here are the Mulliken charges for atoms 1 to 4, given in e: atom 1 (Cl): 0.133, atom 2 (Cl): -0.145, atom 3 (Cl): -0.096, atom 4 (S): 1.319



The lowest total energy belongs to which entry?
C71H71BrN9O6Tl